The following is a DFT calculation (ωB97M-V/def2-TZVPD) of a single C12H26N4O3 molecule.

Computed properties:
**Multiplicity**: 1
**SMILES string**: NCCCC[C@H](NC(=O)[C@@H](N)CCCCN)C(=O)O
**E_HOMO**: -0.313 Eh
**Charge**: 0

Last column: natural (NBO) charge in e.
Atoms and positions in Å:
C 0.74507 -0.11159 1.06745  -0.1282
C 0.45372 -0.51159 -0.45306  0.7034
C 2.10908 0.60753 1.21979  -0.4133
C 3.28505 -0.40186 0.88881  -0.4194
C 4.52628 0.38745 0.50448  -0.4058
C 4.47187 0.87560 -0.95254  -0.2071
C -1.85704 -1.50593 -0.03798  -0.1645
C -1.82608 -3.01948 0.06021  0.7880
C -3.14770 -1.02929 -0.74422  -0.3632
C -3.29311 0.50972 -0.85290  -0.4212
C -2.81488 1.19588 0.39353  -0.4318
C -3.60563 2.57133 0.58221  -0.1967
H 0.87410 -1.16799 2.93605  0.3780
H 1.20938 -2.03343 1.56053  0.3640
H -0.08716 0.50599 1.47838  0.2068
H 2.01128 1.55926 0.67035  0.2100
H 2.18375 0.91311 2.21616  0.1990
H 2.95382 -0.91360 -0.00440  0.2357
H 3.49388 -1.13963 1.76803  0.2045
H 4.77357 1.22001 1.14583  0.1951
H 5.35722 -0.29620 0.58556  0.1983
H 3.77865 1.82700 -0.92156  0.1549
H 5.49765 1.23947 -1.17640  0.1956
H 4.50559 -0.24713 -2.83586  0.3688
H 3.08810 -0.33641 -1.97525  0.3982
H -0.74700 -1.28128 -1.87807  0.4138
H -1.63623 -1.19239 0.92886  0.2476
H -3.95010 -1.51589 -0.25832  0.2040
H -3.05240 -1.43654 -1.71157  0.2059
H -4.35777 0.62456 -0.98489  0.2128
H -2.76235 0.81296 -1.76548  0.2131
H -3.06352 0.67817 1.28929  0.1995
H -1.68186 1.28434 0.53348  0.2008
H -4.68707 2.36281 0.62171  0.1789
H -3.30822 3.04245 1.51585  0.1882
H -2.48554 3.90590 -0.37352  0.3524
H -3.53673 3.15112 -1.37766  0.3525
H -1.69679 -4.54498 -0.95692  0.4926
N 0.68048 -1.28499 1.94948  -0.8598
N 4.08665 -0.21061 -1.88019  -0.8936
N -0.79319 -0.96878 -0.88750  -0.6240
N -3.38055 3.52548 -0.44331  -0.8329
O 1.28233 -0.40425 -1.33026  -0.6415
O -1.81495 -3.62315 1.07682  -0.5559
O -1.78162 -3.62313 -1.19101  -0.7036

The following is a DFT calculation (ωB97M-V/def2-TZVPD) of a molecular structure, C12H26N4O7Zn.

Computed properties:
**Multiplicity**: 1
**E_HOMO (spin up / spin down)**: -0.305 / -0.304 Eh
**Charge**: 0

Last column: natural (NBO) charge in e.
Atoms and positions in Å:
O 0.96844 3.78855 -2.28747  -0.4716
H 1.85823 3.42804 -2.51391  0.4208
Zn 1.18917 0.34009 -0.28261  1.5750
N 0.30298 -1.37374 -1.07440  -0.1182
N -0.20211 1.06718 -1.78404  -0.1306
N 0.59942 -0.29755 1.58221  -0.2085
N 0.42388 2.09298 0.78761  -0.1865
O 0.30679 -2.52137 -0.47807  -0.5108
O 0.35622 -1.58144 1.91025  -0.5736
O -0.05117 3.25409 0.33706  -0.5570
O -0.62752 2.25659 -1.91457  -0.3752
C -0.67495 0.09665 -2.60868  0.2079
C -0.37740 -1.24876 -2.22135  0.1555
C 0.47258 0.58488 2.56858  0.1697
C 0.32423 1.94681 2.11342  0.1776
C -0.97598 -2.42531 -2.90288  -0.6813
H -2.02973 -2.53310 -2.60602  0.2340
H -0.44522 -3.34125 -2.62920  0.2576
H -0.94023 -2.30480 -3.99217  0.2304
C -1.55790 0.46439 -3.75109  -0.6859
H -0.97308 0.90901 -4.57451  0.2487
H -2.31198 1.19841 -3.43192  0.2568
H -2.07355 -0.42039 -4.14855  0.2260
C 0.23403 0.15102 3.96541  -0.6754
C -0.19539 3.00583 3.01156  -0.6822
H 0.63346 -0.85804 4.11916  0.2540
H -0.84470 0.14315 4.18011  0.2254
H 0.71074 0.83670 4.67579  0.2288
H -0.29668 3.95471 2.48118  0.2603
H 0.45883 3.15557 3.87682  0.2286
H -1.17915 2.73106 3.42115  0.2286
H 0.38386 -2.03636 0.96356  0.5003
H -0.25199 3.05396 -0.66026  0.5098
C 2.91828 -0.35725 -0.27333  -1.3582
H 3.11013 -0.96847 -1.15806  0.2084
H 3.09586 -1.02183 0.59040  0.2098
H 3.73732 0.34312 -0.16064  0.2088
O 2.65745 -4.45870 -0.52355  -0.9572
H 3.07582 -4.38345 0.35197  0.4676
H 1.91138 -3.82273 -0.51494  0.4858
C -3.02463 -2.29824 0.44808  -0.7347
C -2.67190 -0.94760 1.01739  0.6124
C -3.31194 -0.61175 2.33775  -0.7264
O -1.87233 -0.19608 0.46283  -0.5732
H -3.69293 -2.85298 1.11740  0.2176
H -2.10213 -2.87338 0.30067  0.2589
H -3.51242 -2.17658 -0.52902  0.2367
H -2.58720 -0.78599 3.14560  0.2449
H -3.60585 0.44453 2.34828  0.2403
H -4.19347 -1.23776 2.51840  0.2192

The following is a DFT calculation (ωB97M-V/def2-TZVPD) of a molecular structure, C12H26NO2P2Pt.

Computed properties:
**Multiplicity**: 6
**E_HOMO (spin up / spin down)**: -0.412 / -0.584 Eh
**Expectation value of S²**: 8.768
**Charge**: +2

Last column: natural (NBO) charge in e.
Atoms and positions in Å:
Pt -0.37389 -0.11742 -0.82948  0.5135
H 0.22441 0.90589 -0.01950  0.0836
H 0.76045 0.19378 -0.03370  0.1614
P -1.79408 1.71953 -1.21405  1.0221
P 0.96982 -1.99734 -1.27854  1.0703
C 0.52908 -3.57088 -0.41626  -0.9433
H 1.18142 -4.40655 -0.72633  0.2852
H 0.61334 -3.41884 0.67251  0.2632
H -0.52100 -3.81398 -0.64771  0.2602
C 0.94948 -2.50197 -3.05281  -0.9464
H 1.29125 -1.64909 -3.66079  0.2606
H 1.59600 -3.37946 -3.23064  0.2759
H -0.08865 -2.73543 -3.33924  0.2612
C 2.78121 -1.85625 -0.93782  -0.9390
H 2.93134 -1.69032 0.14210  0.2607
H 3.32795 -2.76429 -1.24935  0.2825
H 3.17272 -0.98188 -1.48350  0.2592
C -2.45256 1.78569 -2.93584  -0.9312
H -3.09023 2.67390 -3.09077  0.2758
H -1.59963 1.80480 -3.63313  0.2622
H -3.03311 0.86852 -3.12570  0.2628
C -3.33334 1.83640 -0.19794  -0.9405
H -3.05495 1.91672 0.86592  0.2576
H -3.95170 2.70489 -0.48655  0.2842
H -3.91269 0.90772 -0.33065  0.2620
C -1.06438 3.40605 -1.01542  -0.9372
H -0.16970 3.47654 -1.65552  0.2618
H -1.78401 4.19747 -1.29138  0.2816
H -0.75438 3.54257 0.03433  0.2566
C -1.40300 -0.91131 0.58462  0.5324
O -2.05398 -1.41011 1.42200  -0.3922
H -1.33858 -0.82818 -1.97586  -0.0700
O 0.58645 -0.96550 0.87644  -0.4588
N 0.91814 -0.19269 1.98941  -0.1593
C 2.19693 0.52919 1.97430  0.0665
C 2.54037 1.22123 3.26939  -0.2188
C 1.74765 1.15758 4.34049  -0.2196
C 0.50492 0.37976 4.30213  -0.2165
C 0.13517 -0.26115 3.18838  -0.0326
H 2.19517 1.30248 1.17946  0.1642
H 3.46550 1.78620 3.32689  0.2435
H 2.03153 1.66796 5.25547  0.2546
H -0.10769 0.31079 5.19592  0.2543
H -0.76873 -0.84303 3.23872  0.2257

The following is a DFT calculation (ωB97M-V/def2-TZVPD) of a molecular structure, C12H26NO2P2Zr.

Computed properties:
**Multiplicity**: 1
**E_HOMO (spin up / spin down)**: -0.672 / -0.672 Eh
**Charge**: +3

Last column: Löwdin charge in e.
Atoms and positions in Å:
Zr 0.55994 0.83114 1.12764  1.3953
P 1.85685 1.29201 -1.34726  0.8548
C 0.87496 0.22191 -2.52638  -0.2698
C -0.23232 -0.59070 -1.90907  -0.2904
N -0.39056 -0.67472 -0.56117  -0.0127
C -1.02205 -1.77984 -0.06427  -0.2818
C -1.69178 -2.66647 -0.92338  0.0208
C -1.58211 -2.54027 -2.30708  0.0402
C -0.90974 -1.43986 -2.78894  0.0210
C -1.14511 -2.14062 1.44684  -0.2542
P -0.91453 -0.72067 2.60186  0.7605
H -0.79259 -1.19183 -3.83546  0.1449
H -2.13737 -3.57940 -0.50519  0.1489
H -2.05999 -3.22667 -3.00936  0.1530
H -2.19024 -2.48794 1.62687  0.1190
H -0.42884 -2.95079 1.74387  0.1250
H 0.62869 0.76431 -3.46786  0.1390
H 1.55797 -0.52851 -2.95805  0.1002
H -2.89350 4.06228 -1.45258  0.0254
O -2.94034 4.06297 -2.42718  -0.0717
H -3.19652 3.16572 -2.75087  0.0492
H 2.04891 1.21549 2.07634  0.2132
O -0.05350 2.41464 2.15802  -0.3186
H -0.86114 2.95802 2.01313  0.0873
C -2.58103 -0.05585 2.70440  -0.2273
H -3.27755 -0.83813 3.05505  0.0904
H -2.58016 0.78999 3.41770  0.0786
H -2.92476 0.31923 1.72217  0.0705
C -0.62725 -1.45958 4.20776  -0.2015
H -0.39645 -0.65247 4.90639  0.0756
H -1.51101 -1.98856 4.57139  0.0905
H 0.22509 -2.13954 4.18999  0.0667
C 3.34598 0.59306 -2.12426  -0.2289
H 3.34823 0.91534 -3.15723  0.0827
H 4.28417 0.81734 -1.65687  0.0615
H 3.25912 -0.48511 -2.16035  0.0550
C 1.85913 3.02894 -1.91579  -0.2247
H 2.58115 3.57237 -1.27620  0.0747
H 2.15536 3.08526 -2.96895  0.0786
H 0.86515 3.49079 -1.80795  0.0600
C 2.22333 -0.62142 1.54685  -0.1232
H 3.23806 -0.23614 1.37328  0.0437
H 2.17218 -1.50779 0.87118  0.1156
H 2.25614 -1.09797 2.54095  0.0631

The following is a DFT calculation (ωB97M-V/def2-TZVPD) of a gas-phase ion, C12H26NO3 (charge +1).

Computed properties:
**Multiplicity**: 1
**SMILES string**: CCCCOC1(OCCCC)C[NH2+]CCO1
**E_HOMO**: -0.494 Eh
**Charge**: +1

Last column: natural (NBO) charge in e.
Atoms and positions in Å:
C -0.54699 0.67145 4.80584  -0.6112
C -1.55725 0.84919 3.66600  -0.3970
C -0.90672 0.86139 2.28093  -0.4292
C -1.93741 0.98303 1.16329  -0.0641
O -1.50484 1.72273 0.00748  -0.5237
C -0.62543 1.19499 -0.91008  0.7790
O -0.32860 -0.13992 -0.70352  -0.5479
C 0.98680 -0.61167 -0.39947  -0.0541
C 0.87927 -2.06645 0.00374  -0.4207
C 0.67492 -3.02323 -1.17283  -0.3990
C 0.76928 -4.49870 -0.76626  -0.6108
C 0.58399 2.14971 -0.93815  -0.3012
N 1.44017 1.96912 -2.16952  -0.5007
C 0.63156 1.86866 -3.44272  -0.2490
C -0.51214 0.89398 -3.23190  -0.1096
O -1.29732 1.30624 -2.13670  -0.4978
H -0.49972 -0.36812 5.14235  0.2150
H 0.46513 0.95654 4.49295  0.1989
H -0.80212 1.28413 5.67197  0.2245
H -2.12585 1.77507 3.80027  0.2049
H -2.28711 0.02998 3.69765  0.2061
H -0.32693 -0.05988 2.16951  0.1954
H -0.20812 1.70821 2.21947  0.1958
H -2.30028 0.00384 0.83985  0.1947
H -2.79737 1.56539 1.50259  0.2084
H 1.43935 -0.00881 0.39379  0.1846
H 1.61630 -0.53559 -1.30606  0.1294
H 0.02835 -2.15368 0.69109  0.2256
H 1.77607 -2.34251 0.57190  0.2209
H 1.42493 -2.79865 -1.94184  0.1888
H -0.30621 -2.82352 -1.61824  0.2083
H 1.78095 -4.88940 -0.90544  0.2152
H 0.09133 -5.12035 -1.35161  0.2240
H 0.51027 -4.63450 0.28973  0.2102
H 0.17513 3.16111 -0.96789  0.2592
H 1.22447 2.04123 -0.06175  0.2410
H 2.01602 1.13255 -2.07113  0.4343
H 2.08007 2.75891 -2.23760  0.4410
H 0.25640 2.87328 -3.64727  0.2350
H 1.30912 1.55215 -4.23940  0.2382
H -0.13560 -0.12562 -3.07738  0.1963
H -1.15385 0.88770 -4.11366  0.2415

What is the formula in the first record? C12H26N4O3